one | # C7H14N2

A molecular structure, C7H14N2 (the ωB97M-V functional and the def2-TZVPD basis, the Open Molecules 2025 dataset).

XYZ file:
```
23
C7H14N2 (the ωB97M-V functional and the def2-TZVPD basis)
C 0.4944 -3.2201 0.1342
C -0.0412 -2.0771 -0.6677
C -0.7511 -2.6776 -1.9073
C -0.5269 -0.0268 -0.0178
C 0.4610 2.0350 0.8553
C 1.7123 3.0382 0.3814
C -0.7544 2.8772 1.4511
H 0.5984 -2.5380 1.2150
H 1.5801 -3.4830 -0.7085
H -0.2903 -4.3015 0.1062
H 0.8366 -1.5213 -1.0204
H -1.2710 -2.0073 -2.6605
H -0.1936 -3.4236 -2.5823
H -1.6130 -3.1927 -1.4825
H 0.9986 1.6413 1.7263
H 1.8521 3.7829 1.2700
H 2.6324 2.3343 0.0768
H 1.5789 3.5379 -0.6306
H -1.1667 3.7410 0.8931
H -1.5303 2.2992 1.8132
H -0.3224 3.4071 2.3684
N -0.9992 -1.1497 -0.0680
N -0.0371 1.1540 -0.1833
```

Properties
E_HOMO   -9.58 eV
Kohn-Sham gap   0.382 hartree

=====

two | # C7H14N2

A molecular structure, C7H14N2 (the ωB97M-V functional and the def2-TZVPD basis, the Open Molecules 2025 dataset).

XYZ file:
```
23
C7H14N2 (the ωB97M-V functional and the def2-TZVPD basis)
C -0.7906 -1.1217 0.2892
C -1.2045 0.0507 -1.3260
C 0.5101 1.7801 1.4289
C 2.5220 0.6194 0.5457
C -2.0074 -1.5483 1.0171
C -0.2966 -0.4377 -2.4098
N 1.1168 0.5674 0.9158
C 0.3684 -0.4332 0.4914
N 0.4554 -1.7289 0.0626
H -2.2468 -0.2540 -1.4465
H -1.1848 1.1226 -1.1348
H -0.5374 1.6038 1.6595
H 0.5810 2.5927 0.6922
H 1.0248 2.0897 2.3424
H 2.6874 1.3581 -0.2481
H 2.8400 -0.3599 0.1967
H 3.1209 0.8961 1.4160
H -1.7199 -2.0642 1.9363
H -2.5796 -2.2414 0.4011
H -2.6302 -0.6917 1.2702
H -0.0510 0.2975 -3.1699
H 0.6779 -0.7679 -1.9991
H -0.6560 -1.3289 -2.9309
```

Properties
E_HOMO   -7.15 eV
Kohn-Sham gap   0.290 hartree

=====

three | # C7H14N2

3 unconnected molecules or ions with the total composition C7H14N2 (the ωB97M-V functional and the def2-TZVPD basis, the Open Molecules 2025 dataset).

XYZ file:
```
23
C7H14N2 (the ωB97M-V functional and the def2-TZVPD basis)
C -2.6214 -0.5271 -1.0050
C -1.3008 -0.2100 -1.5628
C -0.0110 1.0480 0.9655
C -0.4342 2.2174 0.4902
N -0.6444 0.3472 -2.3548
H 0.9492 0.7716 -1.5456
H -0.4683 0.6291 1.8542
H -3.3909 0.0037 -1.5656
H -2.6607 -0.2200 0.0399
H -2.8095 -1.5998 -1.0602
H 0.0176 2.6730 -0.3782
H -1.2967 2.7115 0.9139
C 0.1057 -1.5870 -0.0122
C 2.0792 -0.2329 1.4340
C 1.0782 0.2312 0.4012
N 1.6383 0.6832 -0.7666
H 2.4333 0.1355 -1.0721
H 1.5700 -0.7349 2.2545
H -0.5390 -2.1951 -0.6416
H -0.1954 -1.8084 1.0127
H 1.0740 -2.0341 -0.2346
H 2.8005 -0.9252 0.9999
H 2.6262 0.6231 1.8334
```

Properties
E_HOMO   -7.91 eV
Kohn-Sham gap   0.323 hartree

=====

four | # C7H14N2

A single C7H14N2 molecule (the ωB97M-V functional and the def2-TZVPD basis, the Open Molecules 2025 dataset).

XYZ file:
```
23
C7H14N2 (the ωB97M-V functional and the def2-TZVPD basis)
C -2.1864 -1.4612 0.5084
N -1.4909 -0.6553 -0.4925
C -0.0712 -0.6635 -0.2106
C 1.3904 -0.2167 -0.5897
N 2.4902 -1.1709 -0.3002
C 1.4504 0.8038 0.6986
C 0.0336 1.1720 1.1826
C -0.7551 0.5840 -0.0188
C -0.9998 1.6003 -1.0080
H -3.1604 -0.9750 0.4138
H -1.7699 -1.3433 1.5323
H -2.3332 -2.4234 0.1320
H 0.0892 -1.0985 0.7735
H 1.4550 0.1915 -1.5506
H 2.1414 -1.6897 0.6354
H 2.5997 -1.8344 -1.0930
H 2.1895 0.4776 1.5022
H 1.9846 1.7116 0.3081
H -0.0592 0.9249 2.2932
H -0.2159 2.2561 1.0776
H -0.9443 1.2208 -1.9620
H -1.9799 2.1938 -0.7951
H -0.1637 2.2586 -1.0932
```

Properties
SMILES   CN1[C@H]2[C@H](N)CC[C@@]21C
E_HOMO   -8.20 eV
Kohn-Sham gap   0.339 hartree

=====

Short version: four is the least stable of them.

=====

one | # C7H14N2

A single C7H14N2 molecule (the ωB97M-V functional and the def2-TZVPD basis, the Open Molecules 2025 dataset).

XYZ file:
```
23
C7H14N2 (the ωB97M-V functional and the def2-TZVPD basis)
C 1.8016 0.5613 0.8972
C -1.1341 0.6955 1.4343
C -0.8580 1.7453 -0.7411
C 0.5856 -0.5607 -1.7761
N -0.3768 0.7087 0.1759
C 1.3869 -0.7817 0.6798
C 0.0235 -0.6582 -0.3516
C -0.9717 -1.6615 -0.2236
N 1.6568 -1.8435 1.2969
H 1.0293 -2.5851 0.9436
H 2.2576 1.1495 0.1141
H 1.9553 0.9251 1.9039
H -0.6900 -0.0136 2.1320
H -1.1201 1.6906 1.8797
H -2.1772 0.4184 1.2712
H -0.0874 1.9652 -1.4777
H -1.0587 2.6639 -0.1895
H -1.7737 1.4445 -1.2553
H 1.3664 0.1949 -1.8692
H 1.0173 -1.5247 -2.0409
H -0.1974 -0.3317 -2.4990
H -1.1282 -2.3893 -1.0059
H -1.5069 -1.8128 0.7013
```

Properties
E_HOMO (alpha / beta)   -7.14 / -8.13 eV
Kohn-Sham gap (alpha / beta)   0.249 / 0.316 hartree

=====

two | # C7H14N2

A molecular structure, C7H14N2 (the ωB97M-V functional and the def2-TZVPD basis, the Open Molecules 2025 dataset).

XYZ file:
```
23
C7H14N2 (the ωB97M-V functional and the def2-TZVPD basis)
C -1.4753 0.1299 0.5455
C 2.4999 0.4868 -0.3385
C -0.2714 0.0321 -2.1317
C 0.5303 -1.0220 2.2424
C 1.0611 0.3071 0.0161
C -0.0358 0.8740 -0.8855
C 0.4381 -0.2245 1.0234
N -2.0217 -1.2229 0.5968
N -0.1605 2.1790 -0.8470
H -1.0389 2.4716 -1.2818
H -2.0679 -1.6139 -0.3378
H -2.9628 -1.2152 0.9801
H -1.6019 0.6353 1.5051
H -2.1097 0.7568 -0.0888
H 2.7535 -0.1216 -1.2113
H 3.1532 0.1974 0.4860
H 2.6681 1.5331 -0.6049
H -0.1395 -1.0345 -1.9398
H 0.4242 0.3588 -2.9083
H -1.2908 0.1982 -2.4892
H -0.3351 -1.6927 2.3018
H 1.4426 -1.6299 2.2374
H 0.5402 -0.3828 3.1301
```

Properties
E_HOMO   -8.53 eV
Kohn-Sham gap   0.345 hartree

=====

three | # C7H14N2

2 unconnected molecules or ions with the total composition C7H14N2 (the ωB97M-V functional and the def2-TZVPD basis, the Open Molecules 2025 dataset).

XYZ file:
```
23
C7H14N2 (the ωB97M-V functional and the def2-TZVPD basis)
C 0.1844 0.4372 2.5429
C -0.9262 1.1983 1.8868
C -0.8877 2.5440 1.6750
N -2.1313 2.8936 1.2064
C -2.8273 1.7250 1.0889
N -2.1054 0.6906 1.3970
H 0.1563 0.5766 3.6226
H 1.1087 0.8366 2.1287
H 0.1197 -0.6280 2.3276
H -0.1813 3.2828 2.0133
H -2.4794 3.7853 0.9045
H -3.8639 1.8091 0.8009
C 0.7846 -2.8223 -1.3926
C 1.0693 -1.8861 -2.6058
C 1.7235 -0.6110 -2.0748
H 0.6204 -2.1553 -0.5416
H 1.7442 -3.1832 -1.0063
H 0.1595 -3.6458 -1.7107
H 1.7926 -2.3377 -3.2687
H 0.1073 -1.7293 -3.0892
H 2.3464 -0.1619 -2.8388
H 1.0380 0.1817 -1.7858
H 2.4476 -0.8005 -1.2802
```

Properties
SMILES   Cc1c[nH]cn1.CCC
E_HOMO   -8.55 eV
Kohn-Sham gap   0.347 hartree

=====

four | # C7H14N2

2 unconnected molecules or ions with the total composition C7H14N2 (the ωB97M-V functional and the def2-TZVPD basis, the Open Molecules 2025 dataset).

XYZ file:
```
23
C7H14N2 (the ωB97M-V functional and the def2-TZVPD basis)
C 3.0764 -0.1346 1.2789
C 2.2928 0.6034 0.2514
C 2.2888 0.3699 -1.0981
N 1.5833 1.4252 -1.6419
C 1.1197 2.1680 -0.6154
N 1.4828 1.6725 0.5458
H 3.2524 -1.1671 0.9943
H 2.6888 -0.0517 2.2927
H 4.0539 0.3599 1.3483
H 2.6177 -0.5142 -1.6171
H 1.5710 1.6601 -2.6177
H 0.4657 3.0171 -0.7155
C -3.0581 -1.9210 -0.3756
C -2.3208 -0.5672 -0.3132
C -1.8693 0.0122 1.0310
H -4.0710 -1.8625 -0.7656
H -2.4562 -2.6381 -0.9332
H -3.1225 -2.3293 0.6302
H -2.9307 0.1748 -0.8204
H -1.4628 -0.6337 -0.9802
H -0.8249 -0.2196 1.2211
H -2.3409 -0.5082 1.8706
H -2.0361 1.0839 1.0298
```

Properties
SMILES   Cc1c[nH]cn1.CCC
E_HOMO   -8.56 eV
Kohn-Sham gap   0.347 hartree

=====

Short version: one is the least stable of them.

=====

one | # C4H8O

A single C4H8O molecule (the ωB97M-V functional and the def2-TZVPD basis, the Open Molecules 2025 dataset).

XYZ file:
```
13
C4H8O (the ωB97M-V functional and the def2-TZVPD basis)
C 0.3142 0.9286 1.4106
C 0.5955 0.5246 -0.0370
C -0.5966 -0.1376 -0.7423
C -0.3793 -1.5913 -1.0922
O 0.5647 -2.2541 -0.7345
H 0.0906 0.0476 2.0241
H -0.5371 1.6170 1.4791
H 1.1831 1.4287 1.8529
H 0.9102 1.4042 -0.6107
H 1.4295 -0.1859 -0.0524
H -1.5078 -0.1172 -0.1217
H -0.8797 0.3810 -1.6679
H -1.1874 -2.0456 -1.7079
```

Properties
SMILES   CCCC=O
E_HOMO   -9.91 eV
Kohn-Sham gap   0.404 hartree

=====

two | # C4H8O

A single C4H8O molecule (the ωB97M-V functional and the def2-TZVPD basis, the Open Molecules 2025 dataset).

XYZ file:
```
13
C4H8O (the ωB97M-V functional and the def2-TZVPD basis)
C 0.6864 -1.6014 -0.5348
C 0.6832 -0.1016 -0.6471
O 1.2509 0.5242 0.5090
C -0.0150 0.9781 0.0598
C -1.2569 0.9678 0.8980
H 1.7443 -1.8761 -0.6542
H 0.1200 -2.1183 -1.3159
H 0.3791 -1.9453 0.4545
H 1.0731 0.2329 -1.6107
H 0.1040 1.9408 -0.4404
H -1.5079 0.0102 1.3523
H -1.1834 1.7203 1.6909
H -2.0778 1.2684 0.2386
```

Properties
SMILES   C[C@@H]1O[C@@H]1C
E_HOMO   -9.84 eV
Kohn-Sham gap   0.403 hartree

=====

Short version: two is the least stable of them.

=====

one | # C4H8O

2 unconnected molecules or ions with the total composition C4H8O (the ωB97M-V functional and the def2-TZVPD basis, the Open Molecules 2025 dataset).

XYZ file:
```
13
C4H8O (the ωB97M-V functional and the def2-TZVPD basis)
C -1.7618 -0.7686 0.2576
O -1.1875 0.4956 0.5749
C 0.1427 0.5225 0.5893
C 1.2285 1.2065 0.7272
C 1.3810 -0.2905 0.4782
H -1.3246 -1.5645 0.8687
H -1.6235 -1.0038 -0.8036
H -2.8268 -0.6791 0.4765
H 1.7681 2.1209 0.9053
H 1.7216 -0.6484 -0.5013
H 1.6871 -0.9480 1.3006
H 0.1601 0.8202 -2.1534
H 0.6352 0.7372 -2.7199
```

Properties
SMILES   COC1=CC1.[H][H]
E_HOMO   -8.58 eV
Kohn-Sham gap   0.356 hartree

=====

two | # C4H8O

A single C4H8O molecule (the ωB97M-V functional and the def2-TZVPD basis, the Open Molecules 2025 dataset).

XYZ file:
```
13
C4H8O (the ωB97M-V functional and the def2-TZVPD basis)
C -0.6487 -0.9502 0.2151
C 0.3169 -0.0559 -0.4234
C 0.0927 1.3763 0.1220
C 1.7939 -0.4701 -0.0547
O 2.7657 0.1924 0.0993
H -0.8506 -1.9992 -0.2230
H -1.6932 -0.6080 0.0409
H -0.5002 -1.0375 1.3297
H 0.3105 -0.2895 -1.4430
H 0.3561 1.5189 1.1799
H -1.0337 1.5499 -0.0859
H 0.4896 2.1672 -0.5889
H 1.8563 -1.5889 -0.1419
```

Properties
SMILES   CC(C)C=O
E_HOMO   -9.51 eV
Kohn-Sham gap   0.383 hartree

=====

three | # C4H8O

2 unconnected molecules or ions with the total composition C4H8O (the ωB97M-V functional and the def2-TZVPD basis, the Open Molecules 2025 dataset).

XYZ file:
```
13
C4H8O (the ωB97M-V functional and the def2-TZVPD basis)
C -1.4905 0.7572 -0.3914
C -0.5645 -0.0484 0.3154
C -0.4611 -1.5290 0.3806
C 2.1579 0.8694 -0.2986
O -1.4556 0.7237 1.0664
H -1.0297 1.8056 -0.6389
H -2.3229 0.1934 -0.8491
H -0.7078 -1.8583 -0.6231
H -1.2503 -1.9393 1.1303
H 0.4545 -1.7588 0.7080
H 2.7173 0.6915 0.6617
H 1.8462 2.0058 -0.4201
H 2.1065 0.0872 -1.0412
```

Properties
E_HOMO (alpha / beta)   -7.94 / -8.63 eV
Kohn-Sham gap (alpha / beta)   0.308 / 0.340 hartree

=====

four | # C4H8O

A single C4H8O molecule (the ωB97M-V functional and the def2-TZVPD basis, the Open Molecules 2025 dataset).

XYZ file:
```
13
C4H8O (the ωB97M-V functional and the def2-TZVPD basis)
C 0.3294 1.1524 -1.4592
C -0.1050 -0.1255 -0.8254
O -1.3494 0.4158 0.0405
C -0.5096 -0.5814 0.4936
C 0.2682 -0.6474 1.7537
H -0.4900 1.3322 -2.1764
H 1.2558 1.1034 -2.0385
H 0.3061 1.9515 -0.7208
H -0.0474 -0.9763 -1.5323
H -1.0343 -1.5223 0.2978
H 0.8897 0.2297 1.9276
H -0.4178 -0.7947 2.5874
H 0.9043 -1.5376 1.6519
```

Properties
SMILES   C[C@@H]1O[C@@H]1C
E_HOMO   -9.48 eV
Kohn-Sham gap   0.385 hartree

=====

Short version: three is the least stable of them.